[1]
Here is a cluster of 5 separate species, C37H53FN2O15P in total at a distorted geometry from the Open Molecules 2025 dataset. Energies are from wB97M-V/def2-TZVPD.

Atoms and positions in Å:
C (3.06104, -2.10883, 0.20019)
O (3.38382, -1.50844, -1.03190)
C (3.15889, -2.29643, -2.18490)
C (2.52264, -1.46418, -3.30824)
C (1.75264, -0.25151, -2.80144)
C (0.44570, -0.62616, -2.07984)
C (-0.77701, -0.26668, -2.94655)
C (-2.04535, -0.94602, -2.55339)
C (-2.93877, -0.34522, -1.62612)
C (-2.71650, 0.97050, -0.92232)
C (-2.60182, 0.87914, 0.61305)
C (-1.69665, -0.18709, 1.18444)
F (-0.35892, 0.15483, 0.97308)
C (-4.10047, -0.99655, -1.34017)
N (-4.39466, -2.19171, -1.88655)
C (-3.55386, -2.79662, -2.73568)
O (-3.93182, -3.98185, -3.24472)
C (-4.35402, -4.98678, -2.32249)
O (-5.25739, -4.73953, -1.57529)
C (-3.57960, -6.22088, -2.46202)
C (-3.30562, -6.96486, -1.31863)
C (-2.56381, -8.12306, -1.42998)
C (-2.11720, -8.54528, -2.67004)
C (-2.41189, -7.81403, -3.81121)
C (-3.13446, -6.64337, -3.70975)
C (-2.37290, -2.19494, -3.09842)
P (-1.26257, -3.09113, -4.24177)
N (-0.04643, -3.79059, -3.54577)
H (3.90378, -2.67566, 0.60064)
H (2.80056, -1.31758, 0.90105)
H (2.19770, -2.77365, 0.10350)
H (4.11464, -2.69422, -2.53442)
H (2.53580, -3.16269, -1.94581)
H (1.84396, -2.11834, -3.85808)
H (3.29207, -1.12884, -4.00241)
H (2.37429, 0.35469, -2.15128)
H (1.51486, 0.37057, -3.66917)
H (0.44216, -1.68339, -1.82090)
H (0.38670, -0.04087, -1.16630)
H (-0.56420, -0.51105, -3.98541)
H (-0.90702, 0.80930, -2.89818)
H (-1.87978, 1.51502, -1.34277)
H (-3.59907, 1.57988, -1.12325)
H (-3.59505, 0.71869, 1.03276)
H (-2.22405, 1.83784, 0.96484)
H (-1.85859, -1.18682, 0.77711)
H (-1.85461, -0.24148, 2.26278)
H (-4.83998, -0.58935, -0.66762)
H (-5.26152, -2.66487, -1.65049)
H (-3.66866, -6.63751, -0.35572)
H (-2.33957, -8.69999, -0.54518)
H (-1.53989, -9.45364, -2.76038)
H (-2.07517, -8.14939, -4.78061)
H (-3.36518, -6.06464, -4.59158)
H (-0.95097, -2.15150, -5.22230)
H (-2.11155, -4.00328, -4.87360)
H (-0.00895, -3.65959, -2.54453)
C (-0.03296, 2.53145, 3.07916)
C (0.03046, 3.96524, 2.64096)
C (0.32250, 4.98683, 3.71807)
O (-0.33405, 6.15776, 3.20118)
C (-1.34689, 5.75505, 2.40359)
O (-2.19065, 6.45893, 1.95753)
O (-1.26188, 4.41875, 2.18058)
H (-0.33748, 1.90350, 2.24816)
H (0.93860, 2.19960, 3.43074)
H (-0.75925, 2.40532, 3.88424)
H (0.72929, 4.08457, 1.80719)
H (1.37959, 5.18508, 3.86842)
H (-0.13980, 4.71944, 4.67017)
C (2.38479, -1.78432, 7.75863)
C (1.53354, -0.72988, 7.10536)
C (1.24520, -0.92408, 5.63033)
O (1.07357, 0.42963, 5.17619)
C (1.78297, 1.23226, 6.00629)
O (1.98918, 2.38572, 5.79738)
O (2.21392, 0.54544, 7.07555)
H (2.60198, -1.51577, 8.79083)
H (1.86209, -2.74061, 7.75302)
H (3.33366, -1.89337, 7.23299)
H (0.60149, -0.58421, 7.65830)
H (0.34884, -1.50273, 5.42474)
H (2.09744, -1.35794, 5.10280)
C (4.56621, 5.92364, 4.26128)
C (4.88900, 4.61168, 4.92605)
C (5.70868, 4.69576, 6.19622)
O (6.38763, 3.43244, 6.19608)
C (6.49976, 3.01785, 4.91246)
O (7.15221, 2.09584, 4.55153)
O (5.75527, 3.80660, 4.10080)
H (4.05090, 5.75943, 3.31513)
H (3.92386, 6.52196, 4.90776)
H (5.47715, 6.48399, 4.04950)
H (3.97849, 4.03050, 5.10226)
H (5.11621, 4.79902, 7.10083)
H (6.45514, 5.49226, 6.14803)
C (-1.71920, 4.18892, -7.53443)
C (-2.45977, 3.10634, -6.79908)
C (-2.36606, 3.14119, -5.28763)
O (-2.52026, 1.74664, -4.94545)
C (-2.09223, 1.02079, -6.00279)
O (-1.91897, -0.16113, -5.97688)
O (-1.88686, 1.80136, -7.06698)
H (-1.77992, 4.03143, -8.60963)
H (-2.15573, 5.15977, -7.30223)
H (-0.66576, 4.19612, -7.25366)
H (-3.50532, 3.06577, -7.11440)
H (-3.14066, 3.73010, -4.80570)
H (-1.38169, 3.46975, -4.94770)

Values from the calculation:
LUMO: -3.6433 eV
HOMO-LUMO gap: 7.69 eV
Net charge: +1

[2]
Here is a structure of composition C37H54BN2O2RhS at a distorted geometry from the Open Molecules 2025 dataset. Energies are from wB97M-V/def2-TZVPD.

Atoms and positions in Å:
Rh (-0.11031, -0.12848, -0.02039)
C (0.39341, -3.79192, 0.59623)
C (-0.17950, -2.54202, 1.19404)
C (0.60965, -1.71959, 2.02168)
C (0.07211, -0.58169, 2.60177)
C (-1.27073, -0.23907, 2.38553)
C (-2.06649, -1.04797, 1.57556)
C (-1.52339, -2.19027, 0.97996)
H (-0.07727, -4.01873, -0.36047)
H (0.24418, -4.64772, 1.25837)
H (1.45952, -3.69075, 0.41437)
H (1.64348, -1.99040, 2.19652)
H (0.68917, 0.03895, 3.21131)
H (-1.68831, 0.64872, 2.84042)
H (-3.10360, -0.79014, 1.40446)
H (-2.13469, -2.81654, 0.34168)
C (-1.58458, -3.98815, -3.19985)
C (-0.95327, -2.66374, -3.57631)
S (-0.70457, -1.62787, -2.06895)
O (0.29890, -0.38736, -2.57000)
C (-2.64667, -0.94959, -1.90946)
C (-3.16208, 0.12029, -2.94428)
H (-1.66362, -4.62309, -4.08377)
H (-2.58727, -3.86099, -2.78937)
H (-0.98419, -4.51456, -2.45740)
H (-1.54761, -2.13286, -4.32742)
H (0.03695, -2.83224, -4.00556)
H (-2.68728, -0.52316, -0.91305)
H (-3.31599, -1.81748, -1.94015)
H (-2.38305, 1.18775, -2.88770)
H (-4.19140, 0.43613, -2.73242)
H (-3.14382, -0.26390, -3.96578)
C (0.98484, 6.58742, 1.24581)
C (0.29352, 5.22550, 1.36468)
C (-0.83708, 5.27887, 2.39993)
C (-0.22592, 4.75067, 0.01848)
C (-1.22485, 5.50378, -0.59092)
C (-1.79898, 5.10237, -1.77925)
C (-1.36498, 3.93867, -2.38709)
C (-0.35399, 3.16538, -1.83113)
C (0.12802, 1.95772, -2.58471)
C (-0.99179, 0.87338, -2.63481)
C (0.63910, 2.31088, -3.98968)
C (0.22627, 3.56340, -0.58928)
N (1.25756, 2.81984, 0.13068)
B (1.28193, 1.42056, 0.71732)
N (2.60239, 1.37140, 1.40945)
C (3.26846, 2.56300, 1.09249)
C (2.49372, 3.39261, 0.39533)
C (3.33149, 0.29077, 1.98852)
C (3.87337, -0.72169, 1.17895)
C (4.54992, -1.78445, 1.77474)
C (4.70812, -1.85138, 3.14078)
C (4.20058, -0.83890, 3.93722)
C (3.51685, 0.24708, 3.39827)
C (3.05938, 1.28374, 4.44736)
C (3.79987, 2.61638, 4.28605)
C (1.55985, 1.54907, 4.55921)
C (3.78940, -0.71350, -0.33493)
C (3.00472, -1.90919, -0.86205)
C (5.19054, -0.68614, -0.96125)
H (1.38258, 6.89403, 2.21653)
H (0.29122, 7.35843, 0.90217)
H (1.81739, 6.53095, 0.54073)
H (1.02430, 4.52668, 1.76653)
H (-1.61178, 5.99604, 2.11848)
H (-0.44010, 5.57425, 3.37473)
H (-1.29720, 4.29337, 2.50552)
H (-1.58391, 6.41446, -0.12702)
H (-2.58157, 5.69695, -2.23438)
H (-1.81816, 3.65080, -3.32897)
H (0.96627, 1.52638, -2.08587)
H (-2.00805, 1.35544, -3.42150)
H (-1.33238, 0.59165, -1.54928)
H (-0.60163, -0.17638, -3.22283)
H (-0.14744, 2.72609, -4.62890)
H (1.03218, 1.41585, -4.47857)
H (1.44746, 3.04210, -3.91783)
H (4.28068, 2.77365, 1.39835)
H (2.78214, 4.37562, 0.05572)
H (4.96903, -2.57596, 1.16569)
H (5.23878, -2.68245, 3.58882)
H (4.35558, -0.90620, 5.00744)
H (3.35297, 0.89613, 5.42697)
H (3.49357, 3.15000, 3.39016)
H (4.88025, 2.45463, 4.26038)
H (3.57582, 3.26675, 5.13712)
H (1.16024, 2.02761, 3.66121)
H (1.37317, 2.22037, 5.40157)
H (1.01934, 0.62402, 4.74836)
H (3.28635, 0.18532, -0.68368)
H (3.49189, -2.85301, -0.59139)
H (2.92886, -1.85958, -1.95093)
H (1.99875, -1.90381, -0.45468)
H (5.76619, -1.58077, -0.70916)
H (5.74282, 0.19125, -0.61588)
H (5.11030, -0.63085, -2.04959)
O (1.16737, 0.23306, -1.23503)

Values from the calculation:
LUMO (spin up / spin down): 0.4491 / -0.3953 eV
HOMO-LUMO gap (spin up / spin down): 5.22 / 6.44 eV
2S+1: 5
Net charge: 0

[3]
Here is a structure of composition C37H54Cl2N2O3Se2Si2TeW at a distorted geometry from the Open Molecules 2025 dataset. Energies are from wB97M-V/def2-TZVPD.

Atoms and positions in Å:
W (-0.07713, 0.41386, 1.14745)
C (6.15000, 0.95980, 2.77804)
Se (4.63274, -0.00685, 2.04362)
C (4.27259, 1.17741, 0.50717)
C (3.58270, 2.46240, 0.89179)
Se (1.72920, 2.34726, 1.64547)
C (1.18152, 3.92393, 0.61651)
H (6.83828, 1.22081, 1.97845)
H (6.63653, 0.27628, 3.46886)
H (5.82336, 1.84236, 3.32020)
H (3.71107, 0.61586, -0.23996)
H (5.24424, 1.42373, 0.07668)
H (3.49489, 3.13571, 0.03955)
H (4.14016, 2.96065, 1.68274)
H (1.82794, 4.74614, 0.91391)
H (0.15728, 4.18777, 0.84954)
H (1.30003, 3.72216, -0.44550)
O (-3.40953, 0.52530, 2.87144)
C (-3.31306, -0.06439, 4.10214)
C (-4.48011, -0.31096, 4.81204)
C (-4.43802, -0.96466, 6.02944)
C (-3.22760, -1.39883, 6.54544)
C (-2.06284, -1.15609, 5.84609)
C (-2.07171, -0.47359, 4.62861)
C (-0.75477, -0.31565, 3.92862)
O (0.13641, -1.12466, 4.09560)
O (-0.58210, 0.71288, 3.10032)
H (-4.33762, 0.74775, 2.73170)
H (-5.42914, 0.01779, 4.40092)
H (-5.35606, -1.13978, 6.57389)
H (-3.20146, -1.92036, 7.49170)
H (-1.10547, -1.48463, 6.22885)
C (-4.84493, -3.80957, 0.02915)
C (-3.70405, -2.87528, 0.24749)
C (-3.33853, -1.91317, -0.69615)
C (-2.29251, -1.06041, -0.44009)
N (-1.55583, -1.08783, 0.68885)
C (-1.87805, -2.05254, 1.57446)
C (-2.92649, -2.92545, 1.40296)
H (-5.50622, -3.45886, -0.76010)
H (-5.41402, -3.94533, 0.94810)
H (-4.46899, -4.79292, -0.26337)
H (-3.87219, -1.82836, -1.63349)
H (-2.01237, -0.32950, -1.18197)
H (-1.26682, -2.13281, 2.45830)
H (-3.14078, -3.65414, 2.17362)
Cl (-2.69957, 4.82589, 3.30460)
C (-2.54974, 3.88747, 1.87763)
C (-3.32738, 4.15900, 0.76093)
C (-3.12535, 3.36069, -0.35138)
C (-2.20302, 2.33526, -0.30863)
N (-1.44976, 2.04882, 0.76929)
C (-1.62731, 2.85909, 1.84127)
H (-4.04149, 4.97076, 0.76541)
H (-3.68444, 3.53563, -1.25947)
H (-2.05411, 1.72864, -1.18872)
H (-1.01818, 2.69259, 2.71370)
Cl (2.89799, -6.86691, 1.58996)
C (2.45528, -5.21210, 1.45156)
C (1.46492, -4.68963, 2.27297)
C (1.11144, -3.35757, 2.16923)
C (1.74589, -2.51065, 1.25176)
C (1.45593, -1.06911, 1.13249)
C (2.77649, -3.05487, 0.47275)
C (3.11869, -4.38827, 0.55030)
H (1.00051, -5.32466, 3.01498)
H (0.40884, -2.95438, 2.88050)
H (1.25688, -0.64321, 2.19207)
H (2.36173, -0.60218, 0.73955)
H (3.35361, -2.40732, -0.17652)
H (3.92576, -4.78878, -0.04832)
C (1.65635, -2.55398, -4.87949)
Si (2.42243, -1.39037, -3.61856)
C (2.78982, 0.31255, -4.36257)
C (4.01693, -2.06329, -2.87858)
C (1.15665, -1.26273, -2.15864)
Te (0.71889, 0.73837, -1.50638)
C (-0.64729, 0.94841, -3.18830)
Si (-0.73381, 2.64155, -4.12195)
C (0.24325, 3.89493, -3.10718)
C (-0.08509, 2.36925, -5.86081)
C (-2.54607, 3.14504, -4.18827)
H (2.35198, -2.72669, -5.70301)
H (0.73269, -2.15694, -5.30563)
H (1.43039, -3.52457, -4.43361)
H (3.77770, 0.65487, -4.05024)
H (2.06258, 1.06560, -4.05857)
H (2.79483, 0.26304, -5.45231)
H (4.78176, -2.16090, -3.65178)
H (3.87354, -3.05138, -2.43750)
H (4.41730, -1.39495, -2.11138)
H (1.52990, -1.81068, -1.29707)
H (0.19663, -1.70575, -2.42999)
H (-1.65586, 0.64240, -2.90365)
H (-0.27839, 0.18663, -3.87682)
H (1.30150, 3.62958, -3.04855)
H (-0.16266, 3.96550, -2.09405)
H (0.17667, 4.89029, -3.55022)
H (0.99378, 2.21926, -5.89319)
H (-0.32118, 3.22988, -6.48919)
H (-0.56131, 1.49695, -6.31393)
H (-2.96434, 3.36819, -3.20537)
H (-3.15771, 2.36844, -4.65209)
H (-2.65596, 4.04404, -4.79803)

Values from the calculation:
LUMO (spin up / spin down): -6.6164 / -6.6151 eV
HOMO-LUMO gap (spin up / spin down): 6.12 / 6.12 eV
ΔE to the lowest compared entry with this formula, charge and spin: 85.8 kJ/mol
Net charge: +2

[4]
Here is a cluster of 11 separate species, C37H54F12N16O4P3S3 in total at a distorted geometry from the Open Molecules 2025 dataset. Energies are from wB97M-V/def2-TZVPD.

Atoms and positions in Å:
N (-2.20544, -2.54027, 3.28212)
P (-1.34507, -1.27658, 3.44546)
N (-0.86525, -0.75305, 1.79933)
C (-0.13503, 0.35085, 1.63945)
N (0.12304, 1.14848, 2.71520)
N (0.29280, 0.75157, 0.42655)
C (1.64784, 1.33991, 0.39708)
C (1.68305, 2.79156, -0.11938)
C (2.67011, 3.67029, 0.61700)
F (2.36927, 3.70381, 1.94315)
F (2.51496, 4.93199, 0.15446)
C (4.18772, 3.28533, 0.43319)
F (4.82960, 4.35181, -0.07765)
F (4.28920, 2.29421, -0.47532)
C (5.00323, 2.92262, 1.71333)
F (6.27992, 2.79246, 1.30392)
F (4.94220, 3.94079, 2.57532)
C (4.65304, 1.59476, 2.44719)
F (4.40775, 0.62925, 1.56156)
F (3.58861, 1.74548, 3.22969)
F (5.67134, 1.22249, 3.20375)
C (-0.07084, -0.01065, -0.80568)
P (-0.57215, 1.15464, -2.20533)
O (-1.86851, 0.84380, -2.82662)
C (-1.04863, -1.18147, -0.54812)
C (-2.57746, -0.85161, -0.39715)
C (-2.96696, 0.61036, -0.11360)
C (-3.86039, 0.76306, 1.14082)
C (-3.39749, 2.02681, 1.86349)
S (-4.40673, 2.46521, 3.30215)
C (-3.12139, 2.69818, 4.44690)
N (-3.09437, 2.42315, 5.70686)
N (-1.82639, 2.81146, 6.16372)
C (-1.19940, 3.28010, 5.14160)
O (-1.95116, 3.25245, 4.00488)
S (-1.10294, -2.47301, -1.85147)
O (-1.62477, -1.99069, -3.08378)
O (-1.81301, -3.54956, -1.22534)
C (0.57370, -3.19191, -2.29188)
F (0.96320, -4.11265, -1.42890)
F (0.39515, -3.77094, -3.46706)
F (1.51440, -2.25129, -2.42731)
C (-0.59640, -1.80953, 0.82660)
P (1.17816, -2.38272, 1.01224)
S (2.07159, -1.66656, 2.59522)
H (-1.85241, -3.35327, 3.77162)
H (-0.19406, -1.39454, 4.22814)
H (-2.01497, -0.12509, 3.86802)
H (0.69478, 0.78825, 3.46501)
H (-0.15082, 2.12093, 2.73058)
H (2.05806, 1.32196, 1.40417)
H (2.30601, 0.71212, -0.20662)
H (0.71267, 3.27114, 0.00969)
H (1.94438, 2.82637, -1.17849)
H (0.87046, -0.44735, -1.15435)
H (-0.55088, 2.39949, -1.56898)
H (0.52763, 1.10691, -3.06516)
H (-2.96728, -1.48838, 0.39735)
H (-3.11212, -1.18092, -1.28892)
H (-3.54223, 0.97377, -0.96479)
H (-2.12001, 1.29112, -0.01539)
H (-3.69674, -0.07161, 1.82676)
H (-4.91955, 0.80047, 0.88815)
H (-3.31777, 2.88843, 1.20107)
H (-2.41488, 1.80751, 2.26435)
H (-0.20224, 3.67837, 5.05726)
H (-1.24543, -2.67377, 0.99302)
H (1.86267, -2.01443, -0.15432)
H (1.14927, -3.76978, 1.00186)
C (3.06115, -4.56122, -5.00228)
C (4.48874, -4.58692, -4.70786)
N (5.61313, -4.59219, -4.47709)
H (2.70541, -5.56600, -5.22310)
H (2.52630, -4.17505, -4.14360)
H (2.87072, -3.92056, -5.86156)
C (2.81122, 3.46252, -5.44175)
C (1.88103, 3.44262, -4.32181)
N (1.12908, 3.43991, -3.45241)
H (3.02873, 4.49281, -5.71733)
H (3.73813, 2.96413, -5.16389)
H (2.36884, 2.95058, -6.29438)
C (-5.69884, 5.72716, 0.89947)
C (-4.26992, 5.49239, 1.05283)
N (-3.14299, 5.30620, 1.17981)
H (-6.21174, 4.78332, 0.72245)
H (-6.09479, 6.18151, 1.80581)
H (-5.87480, 6.39340, 0.05707)
C (-3.98631, -4.21465, -5.16015)
C (-5.24923, -3.49031, -5.18369)
N (-6.26582, -2.95513, -5.19549)
H (-3.73473, -4.55435, -6.16352)
H (-3.19047, -3.56700, -4.79283)
H (-4.08488, -5.07172, -4.49915)
C (-5.29162, -5.15004, -0.32708)
C (-5.17045, -3.78687, 0.17139)
N (-5.06709, -2.71229, 0.56270)
H (-5.96016, -5.71629, 0.31961)
H (-5.68877, -5.14967, -1.34020)
H (-4.31280, -5.62635, -0.33400)
C (7.47814, -1.64698, 3.63084)
C (7.00065, -2.57476, 4.64797)
N (6.61762, -3.31048, 5.44147)
H (8.39113, -2.02630, 3.17585)
H (6.71835, -1.53136, 2.85953)
H (7.68125, -0.67632, 4.07946)
C (-0.99630, -7.43099, 0.66773)
C (-0.85493, -6.05893, 1.13279)
N (-0.76400, -4.97594, 1.50441)
H (-1.61568, -7.99238, 1.36487)
H (-1.46511, -7.43777, -0.31535)
H (-0.01727, -7.90216, 0.60255)
C (0.78037, 7.02056, 2.05214)
C (0.43893, 6.19260, 3.19907)
N (0.15851, 5.53136, 4.09492)
H (1.65175, 6.60790, 1.54398)
H (-0.06170, 7.04822, 1.36203)
H (1.00553, 8.03252, 2.38391)
C (-7.16463, -6.90952, -4.19464)
C (-5.75165, -6.99852, -3.84985)
N (-4.63368, -7.06598, -3.58880)
H (-7.55858, -7.90566, -4.38711)
H (-7.71961, -6.45679, -3.37501)
H (-7.28719, -6.29394, -5.08440)
C (7.64403, 6.05975, -0.00929)
C (8.21613, 6.90660, -1.04829)
N (8.65911, 7.56721, -1.87584)
H (6.84825, 5.45402, -0.43266)
H (8.41107, 5.40542, 0.40142)
H (7.23786, 6.67659, 0.79064)

Values from the calculation:
LUMO: -3.0929 eV
HOMO-LUMO gap: 7.86 eV
Net charge: +1

Q: What is the net charge in the third record?
A: +2